Entry 1:
Below is one molecule with the formula C3H4N2O, with properties calculated with ωB97M-V with the def2-TZVPD basis set.

```
10
C3H4N2O | the OMol25 dataset | ωB97M-V with the def2-TZVPD basis set
O 2.06 0.08 -0.20
C 0.70 0.00 -0.08
C -0.05 1.15 -0.46
N -1.34 0.99 -0.26
N -1.47 -0.26 0.19
C -0.25 -0.92 0.33
H 2.56 -0.71 0.06
H 0.34 2.06 -0.90
H -2.33 -0.41 0.69
H -0.23 -1.97 0.61
```

Total energy: -8202.3742 eV
SMILES: Oc1cn[nH]c1

Mulliken population analysis, charges in e, atoms 1 to 4:
1. O -0.52
2. C 0.80
3. C -0.40
4. N -0.69


Entry 2:
Below is one molecule with the formula C15H15NO2S, with properties calculated with ωB97M-V with the def2-TZVPD basis set.

```
34
C15H15NO2S | the OMol25 dataset | ωB97M-V with the def2-TZVPD basis set
C 1.98 -1.37 3.44
N 1.79 -1.02 2.05
C 1.79 -1.95 1.07
O 1.97 -3.13 1.26
C 1.57 -1.38 -0.31
C 2.61 -1.49 -1.23
C 2.46 -1.01 -2.52
C 1.26 -0.43 -2.90
C 0.21 -0.34 -2.00
C 0.37 -0.81 -0.71
S -1.00 -0.75 0.44
C -1.83 0.74 -0.11
C -3.13 0.62 -0.56
C -3.83 1.74 -0.97
C -3.23 2.98 -0.94
C -1.93 3.10 -0.47
C -1.21 1.99 -0.04
C 0.19 2.16 0.49
O 0.36 1.65 1.80
H 2.85 -0.87 3.85
H 2.12 -2.45 3.49
H 1.10 -1.10 4.03
H 1.64 -0.04 1.85
H 3.53 -1.96 -0.92
H 3.27 -1.09 -3.22
H 1.13 -0.06 -3.91
H -0.73 0.09 -2.31
H -3.59 -0.36 -0.58
H -4.85 1.63 -1.33
H -3.76 3.86 -1.27
H -1.46 4.07 -0.43
H 0.90 1.66 -0.20
H 0.45 3.22 0.53
H -0.23 0.89 1.90
```

Total energy: -32219.2187 eV
SMILES: CNC(=O)c1ccccc1Sc1ccccc1CO

Mulliken population analysis, charges in e, atoms 1 to 4:
1. C -1.07
2. N -0.09
3. C 0.02
4. O -0.65


Entry 3:
Below is C19H32Cl5N5O6PbSSi as an isolated structure at a distorted geometry, with properties calculated with ωB97M-V with the def2-TZVPD basis set.

```
70
C19H32Cl5N5O6PbSSi | the OMol25 dataset | ωB97M-V with the def2-TZVPD basis set
Pb 0.45 0.58 -1.76
Cl 7.49 3.51 -1.29
C 6.05 2.72 -1.80
C 4.90 2.79 -1.03
Cl 4.92 3.66 0.44
C 3.74 2.15 -1.45
Cl 2.31 2.28 -0.47
C 3.66 1.39 -2.64
O 2.62 0.77 -3.03
C 4.87 1.35 -3.39
Cl 4.83 0.44 -4.85
C 6.02 1.99 -3.00
Cl 7.44 1.90 -3.97
C 0.38 -2.22 2.42
C 1.07 -1.52 1.25
C 1.58 -2.55 0.24
C 2.25 -0.67 1.75
O 0.14 -0.68 0.57
Si -1.05 0.28 1.23
S -1.50 1.58 -0.38
O -0.37 0.89 2.55
C -0.81 1.82 3.54
C -1.52 1.04 4.65
C -1.75 2.85 2.93
C 0.45 2.50 4.07
O -2.31 -0.62 1.72
C -3.35 -1.24 0.98
C -3.99 -2.28 1.91
C -4.38 -0.19 0.57
C -2.79 -1.93 -0.27
H 1.06 -2.91 2.91
H -0.48 -2.77 2.05
H 0.04 -1.48 3.13
H 2.35 -3.17 0.69
H 1.99 -2.04 -0.63
H 0.76 -3.20 -0.08
H 2.92 -1.28 2.35
H 1.87 0.14 2.35
H 2.80 -0.26 0.91
H -2.34 0.47 4.23
H -1.90 1.74 5.39
H -0.83 0.35 5.13
H -2.65 2.36 2.55
H -1.27 3.35 2.10
H -2.04 3.59 3.68
H 1.13 1.75 4.48
H 0.20 3.22 4.84
H 0.96 3.01 3.25
H -4.37 -1.80 2.80
H -3.25 -3.02 2.21
H -4.81 -2.79 1.40
H -4.78 0.30 1.46
H -5.19 -0.64 0.01
H -3.89 0.57 -0.03
H -2.02 -2.64 0.01
H -2.36 -1.19 -0.93
H -3.59 -2.46 -0.78
N 0.09 -2.13 -2.84
N -0.66 -2.18 -4.01
C -1.09 -1.04 -4.61
N -1.69 -1.13 -5.80
N -0.88 0.08 -3.95
N -1.15 1.30 -4.43
O -1.81 1.44 -5.45
O -0.69 2.21 -3.78
H 1.07 -2.36 -2.99
H -0.32 -2.68 -2.09
H -0.70 -3.04 -4.55
H -1.78 -2.00 -6.29
H -2.03 -0.25 -6.20
```

Total energy: -126533.7667 eV

Mulliken population analysis, charges in e, atoms 1 to 4:
1. Pb 1.27
2. Cl -0.21
3. C 0.43
4. C -0.19


Entry 4:
Below is a 11-piece molecular cluster, C30H66NO16P3 overall at a distorted geometry, with properties calculated with ωB97M-V with the def2-TZVPD basis set.

```
116
C30H66NO16P3 | the OMol25 dataset | ωB97M-V with the def2-TZVPD basis set
N 0.20 -1.70 4.84
P 0.60 -2.66 3.39
O 2.30 -3.11 3.63
O -0.26 -4.18 3.33
P -1.92 -4.01 3.85
O -2.65 -5.38 3.41
O -2.03 -3.99 5.61
O -2.81 -2.73 3.07
P -3.05 -1.35 4.10
O -2.35 -0.11 3.36
H 0.43 -0.70 4.58
H 0.70 -2.01 5.70
H 2.47 -3.99 3.18
H -1.61 -4.89 5.87
H -4.44 -0.97 4.27
H -2.44 -1.43 5.40
C 0.55 -2.01 -0.96
C 1.02 -3.29 -0.32
C 0.81 -4.57 -1.08
O 1.56 -3.29 0.79
H 0.77 -1.17 -0.30
H 1.08 -1.86 -1.91
H -0.53 -2.06 -1.13
H 1.35 -4.53 -2.03
H -0.26 -4.73 -1.25
H 1.20 -5.41 -0.49
C 3.43 1.28 -2.11
C 2.09 1.41 -2.77
C 1.17 2.50 -2.28
O 1.74 0.66 -3.68
H 3.98 0.45 -2.57
H 4.01 2.20 -2.25
H 3.30 1.06 -1.05
H 1.65 3.48 -2.42
H 0.95 2.34 -1.22
H 0.24 2.48 -2.84
C 1.79 -9.29 2.67
C 1.65 -7.79 2.69
C 0.75 -7.16 1.66
O 2.25 -7.10 3.52
H 2.47 -9.60 3.47
H 0.82 -9.76 2.83
H 2.21 -9.61 1.71
H -0.27 -7.53 1.78
H 1.13 -7.39 0.66
H 0.75 -6.08 1.80
C 0.17 1.64 -6.32
C -1.31 1.85 -6.46
C -2.11 0.75 -7.10
O -1.85 2.89 -6.07
H 0.62 2.52 -5.84
H 0.36 0.77 -5.69
H 0.62 1.51 -7.30
H -2.02 -0.16 -6.51
H -1.76 0.58 -8.12
H -3.17 1.04 -7.14
C -4.68 -1.43 -0.99
C -3.28 -1.03 -0.65
C -3.06 -0.27 0.63
O -2.33 -1.32 -1.38
H -4.68 -1.98 -1.94
H -5.09 -2.09 -0.21
H -5.31 -0.54 -1.10
H -3.39 -0.87 1.48
H -3.62 0.68 0.60
H -2.00 -0.05 0.75
C 2.27 1.56 7.15
C 0.92 1.69 6.49
C 0.01 2.78 6.99
O 0.58 0.94 5.58
H 2.82 0.73 6.69
H 2.84 2.48 7.02
H 2.14 1.34 8.22
H 0.48 3.75 6.85
H -0.22 2.62 8.05
H -0.93 2.76 6.42
C -4.03 4.61 -6.20
C -5.38 4.75 -6.86
C -6.29 5.84 -6.36
O -5.72 3.99 -7.77
H -3.48 3.78 -6.66
H -3.46 5.53 -6.33
H -4.16 4.40 -5.13
H -5.82 6.81 -6.50
H -6.52 5.68 -5.30
H -7.23 5.81 -6.93
C 4.13 -5.82 -1.15
C 5.12 -6.67 -0.40
C 4.71 -7.18 0.96
O 6.23 -6.94 -0.88
H 4.56 -5.53 -2.12
H 3.22 -6.40 -1.34
H 3.90 -4.92 -0.58
H 3.83 -7.81 0.86
H 4.51 -6.33 1.62
H 5.53 -7.77 1.38
C 6.83 3.34 7.95
C 5.91 2.85 6.86
C 6.17 1.48 6.31
O 4.99 3.55 6.45
H 6.53 4.35 8.26
H 6.77 2.68 8.82
H 7.86 3.39 7.58
H 6.08 0.73 7.10
H 7.17 1.44 5.86
H 5.43 1.25 5.53
C -5.81 10.21 -5.67
C -4.40 9.91 -6.10
C -3.82 10.74 -7.22
O -3.75 9.02 -5.57
H -6.10 9.53 -4.86
H -5.88 11.24 -5.31
H -6.50 10.06 -6.51
H -3.80 11.79 -6.92
H -4.42 10.61 -8.12
H -2.80 10.41 -7.42
```

Total energy: -94297.4154 eV
SMILES: NP(O)O[P@@](=O)(O)O[PH2]=O.CC(C)=O.CC(C)=O.CC(C)=O.CC(C)=O.CC(C)=O.CC(C)=O.CC(C)=O.CC(C)=O.CC(C)=O.CC(C)=O

Mulliken population analysis, charges in e, atoms 1 to 4:
1. N -0.37
2. P 0.42
3. O -0.54
4. O 0.01


Entry 5:
Below is a 2-piece molecular cluster, ClH2O2PS overall at a distorted geometry, with properties calculated with ωB97M-V with the def2-TZVPD basis set.

```
7
ClH2O2PS | the OMol25 dataset | ωB97M-V with the def2-TZVPD basis set
O 0.15 -1.39 -2.03
P -0.44 -0.81 -0.82
O -1.35 0.57 -1.10
S -0.43 -1.60 0.91
H -1.45 0.54 -2.14
Cl 1.21 1.16 2.31
H 2.32 1.53 2.87
```

Total energy: -36775.0629 eV
SMILES: O=P(O)=S.Cl

Mulliken population analysis, charges in e, atoms 1 to 4:
1. O -0.50
2. P 0.83
3. O -0.46
4. S -0.26


Entry 6:
Below is a 2-piece molecular cluster, C2H5O3 overall at a distorted geometry, with properties calculated with ωB97M-V with the def2-TZVPD basis set.

```
10
C2H5O3 | the OMol25 dataset | ωB97M-V with the def2-TZVPD basis set
C -0.51 -0.88 -1.30
O -0.50 -1.44 0.01
H 0.36 -1.28 -1.83
H -1.44 -1.10 -1.83
H -0.39 0.19 -1.21
O 1.10 2.35 1.96
C 0.76 1.31 1.39
O -0.41 0.84 1.30
H 1.53 0.68 0.88
H -0.49 -0.67 0.64
```

Total energy: -8298.9080 eV
Total charge: -1

Mulliken population analysis, charges in e, atoms 1 to 4:
1. C -0.55
2. O -0.57
3. H 0.20
4. H 0.20